[1]
22
Properties=species:S:1:pos:R:3:forces:R:3 method="wB97M-V/def2-TZVPD" lumo_energy_ev=-0.201 gap_ha=0.34270 fmax_ev_per_a=1.258 e_above_lowest_ev=5.5680 charge=0 homo_ev=-9.526 total_energy_ev=-17549.162
O 0.292 0.805 -0.645 0.2880 -1.2215 0.0868
O -2.838 -2.877 3.308 -0.0379 0.2866 -0.6915
O 4.029 2.446 -0.788 0.2862 -0.1986 -0.9091
O -2.626 0.157 -0.005 -0.2041 -0.2518 -0.2121
N 1.572 1.288 -0.904 0.3553 0.9036 -0.6156
N 4.287 2.031 -2.102 -0.5014 0.2758 0.6827
C -2.257 -1.074 0.558 0.3022 -0.2182 0.4319
C -3.385 -2.061 0.987 0.0536 -0.1843 -0.7061
C 2.078 0.872 -2.001 -0.1135 0.0360 0.7029
C -2.719 -2.159 2.351 0.2285 0.3753 0.6311
C -1.755 -1.002 2.019 0.1607 -0.5740 0.2767
C 3.342 1.333 -2.604 0.2096 0.0106 0.9143
H 1.545 0.100 -2.537 -0.1931 -0.1546 -0.5282
H -1.807 0.624 -0.223 -0.2097 0.1155 0.0745
H -4.374 -1.606 0.982 -0.0674 0.0038 0.1539
H 4.800 2.999 -0.594 -0.1451 -0.1778 -0.0326
H -0.697 -1.207 2.213 -0.1499 0.1302 0.0211
H 0.301 -0.150 -0.874 -0.1872 0.5315 -0.0369
H -2.060 -0.074 2.511 0.0134 -0.0606 -0.0692
H -3.409 -3.015 0.434 -0.1318 0.3946 0.1763
H -1.548 -1.613 -0.080 0.0688 0.0844 -0.0691
H 3.551 0.998 -3.604 -0.0255 -0.1064 -0.2819

---

[2]
20
Properties=species:S:1:pos:R:3:forces:R:3 method="wB97M-V/def2-TZVPD" lumo_energy_ev=-3.656 gap_ha=0.39730 fmax_ev_per_a=4.335 e_above_lowest_ev=0.4486 charge=+1 homo_ev=-14.467 total_energy_ev=-20691.901
P 1.408 -0.748 0.770 -0.8816 2.7945 -0.5730
O 2.198 -1.910 0.956 1.2664 -1.9442 0.1126
N -0.229 -0.739 1.331 1.8801 1.2839 0.0043
N -1.539 -0.636 -0.353 1.7427 0.3910 0.3417
C -1.470 -0.819 1.877 0.5063 -0.4125 -2.8271
C -2.275 -0.830 0.764 -2.3594 1.1346 1.8858
C 2.231 0.897 0.633 3.3201 -1.4790 -0.7118
C 2.321 1.418 -0.807 -4.2406 -0.2550 -0.8646
C -2.194 -0.476 -1.602 -1.7459 1.1495 -0.6964
C -0.207 -0.549 -0.011 -2.5711 -1.1188 0.5514
H 3.338 0.773 0.954 -1.8949 -0.2572 -0.0067
H -2.051 0.465 -2.138 -0.1812 0.6982 1.0452
H -3.286 -0.672 -1.431 1.2594 0.0345 -0.6653
H -1.567 -0.762 2.895 -0.7741 -0.3030 2.1286
H 1.196 1.400 -1.233 2.3707 -0.1481 0.5322
H 2.494 2.474 -0.824 0.6241 0.5208 0.2122
H -3.414 -0.729 0.758 2.0066 -0.4459 -0.1750
H 2.954 0.897 -1.513 0.2012 -0.2261 0.2241
H 1.808 1.611 1.271 -0.9552 0.9050 0.9766
H -1.717 -1.064 -2.298 0.4263 -2.3221 -1.4948

---

Question: Which value of charge does entry 2 give?
Answer: +1

---

Question: Look up the charge of the second one.
Answer: +1

---

Question: Which value of charge does entry 2 give?
Answer: +1